This record from OMol25 describes a molecular structure, C21H56FeN2O4SSb2Si3. The level of theory is ωB97M-V/def2-TZVPD.

Results
- Spin multiplicity: 5
- Relative energy (zero: lowest compared OMol25 entry of this formula, charge and spin): 25.2 kJ/mol
- LUMO level (alpha / beta): -3.96 / -5.15 eV
- Net charge: +2

Each line ends with the Mulliken spin population.
Cartesian coordinates (Å):
Sb  -1.6581  -0.8387  -2.6174  0.08
Sb  1.9820  -2.3144  -0.8736  0.05
Fe  0.0911  -0.2557  -0.6004  3.64
S  0.7466  -3.4928  2.3089  0.00
Si  -1.7971  -3.3932  -2.8583  0.01
Si  -1.1561  0.0796  -4.9735  0.00
Si  -4.1596  -0.2833  -2.2997  0.01
O  0.8747  1.7879  -1.3787  0.04
O  -0.4981  -0.4001  1.4976  0.07
O  -1.5114  1.3820  -0.1982  0.03
O  1.6788  0.6280  0.7221  0.00
N  0.3836  -5.4282  4.0645  0.00
N  2.5472  -4.7440  3.8160  0.00
C  3.8674  -2.1254  0.0844  0.01
C  -4.4005  1.5343  -1.9284  0.00
C  -2.0951  1.6900  -5.0965  0.00
C  0.6816  0.3900  -5.1025  0.00
C  0.1962  2.9277  -0.8351  0.01
C  1.2614  -4.6199  3.4646  0.00
C  2.6223  1.5978  0.2828  0.00
C  -1.8299  -4.1056  -1.1232  0.00
C  -1.7413  -1.1324  -6.2678  0.00
C  -1.9600  1.4622  1.1530  -0.01
C  2.2921  1.8130  -1.1866  0.00
C  -5.0385  -0.7043  -3.8989  0.01
C  -3.3714  -3.8754  -3.7358  0.00
C  -1.8536  0.0438  1.6664  0.01
C  2.6593  -1.9688  -2.8712  0.00
C  -0.3012  -3.9815  -3.8241  0.00
C  -4.7906  -1.2999  -0.8587  0.00
C  0.3549  0.0042  2.5856  -0.01
C  -1.2746  2.6084  -0.8893  0.01
C  1.8142  -4.4286  -0.9201  0.01
C  1.7727  0.1497  2.0646  0.01
H  -2.1634  -0.0592  2.7063  0.00
H  2.8643  -5.4143  4.4966  0.00
H  -0.5383  -4.9480  -4.2769  0.00
H  -1.3301  2.1522  1.7231  0.00
H  -4.6126  -0.7893  0.0901  0.00
H  3.2229  -4.1396  3.3874  0.00
H  -1.5836  2.4435  -1.9226  -0.01
H  -1.9838  2.0954  -6.1060  0.00
H  0.5136  3.0984  0.1974  0.00
H  2.2933  -0.8089  2.0674  0.00
H  -3.4552  -3.4343  -4.7300  0.00
H  4.6217  -2.5893  -0.5492  0.00
H  -0.5833  -5.3609  3.8012  0.00
H  0.7818  -4.7400  -1.0412  0.00
H  2.3235  0.8644  2.6786  0.00
H  0.5714  -4.1274  -3.1861  0.00
H  -5.4894  -1.6956  -3.8615  0.00
H  -2.4651  -0.6179  1.0529  0.01
H  -5.8421  0.0190  -4.0584  0.00
H  -4.3887  -0.6701  -4.7734  0.00
H  -2.8459  -4.0755  -0.7239  0.00
H  0.4309  3.8151  -1.4277  0.00
H  -1.8773  3.4174  -0.4733  0.00
H  0.8598  1.0597  -5.9486  0.00
H  0.3124  -0.7602  3.3616  0.00
H  -5.4781  1.7193  -1.8875  0.00
H  -1.7130  2.4408  -4.4011  0.00
H  -1.5325  -5.1578  -1.1500  0.00
H  -3.9840  1.8179  -0.9623  0.00
H  -3.1629  1.5595  -4.9150  0.00
H  2.6760  0.9871  -1.7859  0.00
H  -2.9924  1.8202  1.1957  0.00
H  0.6493  -6.1094  4.7562  0.00
H  -2.8147  -1.0509  -6.4446  0.00
H  1.0798  0.8712  -4.2067  0.00
H  3.8353  -2.6382  1.0434  0.00
H  4.1281  -1.0803  0.2398  0.00
H  -0.0071  0.9541  2.9840  0.00
H  -1.5184  -2.1698  -6.0173  0.00
H  2.5157  2.5053  0.8825  0.00
H  2.1821  -4.8063  0.0303  0.00
H  -3.9907  2.1895  -2.6976  0.00
H  -1.2382  -0.9104  -7.2129  0.00
H  -3.3799  -4.9629  -3.8537  0.00
H  -4.3451  -2.2937  -0.8029  0.00
H  -4.2567  -3.6018  -3.1610  0.00
H  -5.8719  -1.4300  -0.9530  0.00
H  1.8151  -1.7801  -3.5307  0.00
H  2.7220  2.7436  -1.5624  0.00
H  3.3229  -1.1039  -2.8937  0.00
H  -0.0142  -3.3057  -4.6306  0.00
H  2.4224  -4.8055  -1.7410  0.00
H  3.2092  -2.8362  -3.2347  0.00
H  1.2462  -0.5244  -5.2882  0.00
H  3.6488  1.2390  0.3916  0.00
H  -1.1784  -3.5957  -0.4093  0.00



This record from OMol25 describes 7 unconnected molecules or ions with the total composition C21H56O21S7 at a distorted geometry. The level of theory is ωB97M-V/def2-TZVPD.

Results
- Spin multiplicity: 1
- Structure (SMILES): CCOS(C)(=O)=O.CCOS(C)(=O)=O.CCOS(C)(=O)=O.CCOS(C)(=O)=O.CCOS(C)(=O)=O.CCOS(C)(=O)=O.CCOS(C)(=O)=O
- Relative energy (zero: lowest compared OMol25 entry of this formula, charge and spin): 135.3 kJ/mol
- LUMO level: 0.10 eV

Each line ends with the Mulliken charge.
Cartesian coordinates (Å):
S  -26.1598  29.4137  7.0230  1.16
S  -30.4862  36.5105  16.8223  1.24
S  -30.8633  31.7328  14.1964  1.00
S  -34.1554  31.9083  18.8816  1.09
S  -23.2133  24.2815  15.4704  1.19
S  -22.6205  31.0155  16.6054  1.15
S  -28.7685  34.7808  10.5643  1.29
O  -24.1901  25.5014  15.2182  -0.29
O  -23.7442  23.1812  14.7361  -0.63
O  -21.8537  24.6628  15.2697  -0.62
O  -31.6301  30.8260  13.4050  -0.69
O  -27.6441  34.7005  11.4408  -0.56
O  -29.3033  31.6586  13.8998  0.12
O  -32.9621  31.3563  18.3191  -0.58
O  -26.6074  28.1501  6.5564  -0.60
O  -26.9363  30.6106  6.9427  -0.57
O  -25.9093  29.1880  8.5954  -0.36
O  -31.2804  33.0985  14.1634  -0.62
O  -30.5580  37.2429  18.0391  -0.66
O  -34.9673  32.7044  17.7736  -0.34
O  -22.8241  31.5997  15.1413  -0.34
O  -22.3027  29.6299  16.4793  -0.55
O  -31.0303  37.1432  15.6522  -0.65
O  -28.7877  34.0781  9.3271  -0.68
O  -29.0284  36.0602  16.4124  -0.40
O  -23.7137  31.4600  17.4082  -0.63
O  -34.1240  32.8038  19.9821  -0.61
O  -29.1380  36.3024  10.2051  -0.36
C  -26.8735  31.0687  9.8701  -0.60
C  -28.9003  35.4286  15.1104  0.34
C  -29.1198  37.2168  11.3075  0.00
C  -30.3270  34.3074  11.3468  -0.63
C  -25.6265  30.2977  9.4598  -0.45
C  -27.7596  34.4286  15.2124  -0.97
C  -24.4779  29.7114  6.4888  -0.89
C  -24.1266  31.7169  14.5491  0.03
C  -30.8397  31.1375  15.8685  -0.59
C  -23.6857  26.8458  15.3787  -0.30
C  -29.1728  38.6426  10.7851  -1.42
C  -28.7719  30.4167  13.3671  -0.29
C  -31.3000  34.9401  16.9871  -0.81
C  -34.6764  32.4475  16.3814  0.54
C  -23.4509  23.9581  17.2169  -0.84
C  -24.8190  27.8187  15.5491  -0.72
C  -35.8808  32.9863  15.6187  -1.43
C  -21.1291  31.9120  16.9292  -1.03
C  -24.3813  33.0903  13.9934  -1.06
C  -35.2424  30.5525  19.2525  -0.92
C  -27.7228  29.7763  14.2557  -0.84
H  -28.1687  29.2649  15.1063  0.31
H  -27.2130  29.0489  13.6229  0.47
H  -36.7793  32.5200  16.0168  0.36
H  -27.8198  33.7469  14.3610  -0.05
H  -28.5545  36.2224  14.4503  0.13
H  -33.8129  33.0166  16.0286  -0.29
H  -29.5840  29.6907  13.3079  0.54
H  -24.0460  30.5621  7.0033  0.30
H  -23.6509  33.3606  13.2279  0.40
H  -25.2334  28.2725  14.6468  0.03
H  -32.2132  35.0485  17.5697  0.49
H  -21.3586  32.9763  16.9727  0.35
H  -24.4158  23.4777  17.3449  0.31
H  -35.9403  34.0619  15.7860  0.35
H  -30.5189  30.0997  15.8474  0.34
H  -24.4113  33.8658  14.7562  0.30
H  -22.6312  23.2634  17.3848  0.34
H  -20.7725  31.6892  17.9333  0.39
H  -30.3331  34.9394  12.2285  0.12
H  -31.5153  34.5614  15.9922  0.09
H  -35.7218  32.8596  14.5492  0.40
H  -26.7546  31.4270  10.9003  0.01
H  -29.8770  37.0538  12.0801  0.34
H  -24.4972  28.6732  16.1397  0.24
H  -24.2419  30.8659  13.8772  0.29
H  -27.7718  30.4536  9.8343  0.35
H  -23.0051  27.1479  14.5819  0.25
H  -25.6593  27.3152  16.0312  0.36
H  -30.1482  38.7118  10.2934  0.34
H  -28.4249  30.6102  12.3554  -0.06
H  -34.4691  31.3938  16.1963  0.42
H  -25.3445  33.1109  13.4769  0.11
H  -36.0951  30.8191  19.8686  0.34
H  -25.2054  29.7576  10.3041  0.31
H  -23.0422  26.8227  16.2628  0.37
H  -28.4539  38.8288  9.9903  0.34
H  -24.4653  29.7394  5.4045  0.37
H  -28.1905  37.1084  11.8788  0.25
H  -30.2240  33.2468  11.5616  0.15
H  -30.6606  34.2658  17.5568  0.35
H  -27.7767  33.8789  16.1510  0.38
H  -26.8093  34.9376  15.0512  0.43
H  -20.4003  31.7234  16.1491  0.32
H  -31.1108  34.4190  10.6073  0.40
H  -30.0887  31.7596  16.3539  0.25
H  -24.9000  31.5525  15.3080  0.29
H  -34.6053  29.8627  19.8050  0.35
H  -23.9999  28.8078  6.8688  0.33
H  -24.9351  31.0178  9.0194  0.24
H  -29.0958  39.3444  11.6099  0.39
H  -31.8177  31.2791  16.3214  0.06
H  -27.0573  31.9949  9.3294  0.38
H  -29.8369  34.9755  14.8037  0.10
H  -26.9882  30.5034  14.6044  0.04
H  -23.4010  24.9064  17.7429  0.30
H  -35.5810  30.1050  18.3204  0.31



This record from OMol25 describes 10 unconnected molecules or ions with the total composition C21H58F3N10O11 at a distorted geometry. The level of theory is ωB97M-V/def2-TZVPD.

Results
- Spin multiplicity: 1
- LUMO level: 2.05 eV
- Net charge: -1

Each line ends with the Mulliken charge.
Cartesian coordinates (Å):
F  0.1794  -2.9694  -0.5771  -0.22
F  2.2528  -2.6090  -0.1419  -0.26
F  1.7612  -3.1101  -2.1410  -0.30
O  7.0445  -1.4897  -0.1969  -0.74
O  -5.3259  1.7747  4.3688  -0.58
O  0.5492  2.5685  -5.7983  -0.72
O  5.7780  2.6586  -2.8039  -0.75
O  -3.4509  -1.7177  -5.1274  -0.67
O  2.0035  -0.1610  -1.8157  -0.14
O  2.0275  4.7905  0.3388  -0.71
O  0.4556  -0.4622  -0.1229  0.59
O  -1.8033  -0.6566  4.6707  -0.55
O  -4.8113  -4.1661  -2.4362  -0.61
O  2.1946  -0.1703  1.9926  -0.38
N  -1.3200  -0.9224  -5.0259  -0.15
N  5.4344  -1.3209  1.4670  -0.26
N  1.5493  0.9485  -4.6173  -0.13
N  4.6533  0.7953  -3.5142  -0.19
N  0.1129  2.3414  -3.5421  -0.20
N  -1.8049  -2.6456  -6.4069  -0.43
N  2.3526  5.0263  -1.9125  -0.29
N  4.8656  -1.3793  -0.7358  -0.06
N  4.1242  1.7462  -1.5242  -0.11
N  1.4534  3.1252  -1.0835  0.11
C  5.8696  -1.3878  0.1668  0.49
C  4.9890  1.7327  -2.5838  0.39
C  0.7515  2.0418  -4.7035  0.40
C  -1.4927  -0.0828  1.1891  -1.32
C  -6.0265  1.8192  2.1388  -1.41
C  2.6707  1.1092  2.3452  1.54
C  0.9726  -0.9037  -1.3862  -0.35
C  -2.6548  -4.6835  -1.5234  -1.02
C  -4.0116  -2.6124  -0.9211  -0.95
C  0.1766  -2.0399  4.4176  -1.19
C  -1.2777  -1.8912  6.5902  -1.56
C  -2.2709  -1.7505  -5.4904  0.68
C  -4.9142  2.2386  3.1007  0.99
C  -1.2019  -1.8873  5.0692  0.87
C  -3.5585  -3.5949  -2.0377  1.11
C  -4.9098  3.7645  3.2430  -1.31
C  1.2975  -2.4016  -1.0899  0.32
C  1.4427  1.9211  2.7362  -1.20
C  3.7228  0.9282  3.4183  -1.63
C  -0.7883  0.2461  -0.1223  -0.34
C  1.9282  4.3498  -0.8148  0.48
H  -1.8196  -2.7323  4.7407  0.09
H  -5.9320  4.1468  3.3215  0.30
H  -3.1472  -2.1067  -0.4652  -0.12
H  0.8728  1.4964  3.5688  0.21
H  -0.4544  -0.8125  -5.5135  0.11
H  -1.5053  -1.1578  1.3589  0.38
H  -3.9135  1.9726  2.7452  -0.12
H  4.6480  0.5353  2.9909  0.50
H  -5.3592  -3.4954  -2.8520  0.34
H  -2.3296  -1.7885  6.8530  0.38
H  2.4417  4.6731  -2.8464  0.16
H  -5.9064  2.2330  1.1376  0.36
H  1.7787  2.8902  3.1141  0.44
H  -1.6311  -0.4012  -4.2230  0.05
H  -0.5155  3.1237  -3.5538  0.17
H  1.8023  0.6498  -3.6753  0.02
H  -6.1578  0.7346  2.1463  0.33
H  2.5253  6.0100  -1.8016  0.23
H  3.4375  0.1181  4.0970  0.29
H  5.0629  -1.4720  -1.7135  0.19
H  -1.4494  -0.4017  3.8145  0.28
H  1.1795  2.5093  -0.3449  -0.26
H  -7.0229  2.1354  2.4600  0.40
H  -2.4823  -3.1700  -6.9344  0.23
H  -2.5514  0.1920  1.1345  0.33
H  1.5564  2.7617  -2.0128  0.16
H  5.1803  0.6371  -4.3511  0.19
H  -3.1100  -2.9781  -2.8207  -0.24
H  0.8257  -1.1662  4.4124  0.22
H  -0.6173  1.3143  -0.2502  0.17
H  -4.3898  -3.1538  -0.0533  0.34
H  4.4509  -1.4588  1.6265  0.10
H  -2.9934  -5.1676  -0.6043  0.33
H  3.1303  1.6107  1.4799  -0.30
H  4.1649  2.6104  -1.0129  0.11
H  -0.7965  -1.0053  7.0142  0.35
H  -4.6338  1.8738  5.0293  0.34
H  -0.7357  -2.7377  7.0112  0.37
H  0.6405  -2.9430  4.8235  0.45
H  3.4744  0.9682  -1.4205  0.26
H  -1.7516  -4.1639  -1.1989  0.09
H  -1.4812  -0.1045  -0.8922  0.42
H  -0.9015  -2.5737  -6.8340  0.17
H  -1.1204  0.5306  2.0100  0.15
H  -4.6781  -1.8523  -1.3216  0.41
H  0.0628  -2.3194  3.3650  0.24
H  0.7682  1.9726  1.8867  0.13
H  6.1224  -1.6212  2.1348  0.22
H  1.9297  0.4917  -5.4198  0.23
H  0.0689  1.6071  -2.8557  0.10
H  -4.5646  4.2613  2.3307  0.37
H  3.9352  -1.5965  -0.4195  0.00
H  -4.4104  4.0627  4.1641  0.35
H  1.6519  -0.1253  1.1744  0.07
H  3.9434  1.8312  3.9863  0.40
H  -2.4839  -5.4701  -2.2557  0.36
H  0.1967  -0.9869  -2.1647  -0.11
H  4.0044  0.0979  -3.1772  0.05